<w>
C2H6NO3 | ωB97M-V/def2-TZVPD

ORCA input file:
```
! RIJCOSX wB97M-V def2-TZVPD def2/J DEFGRID3
* xyz -1 1
O 0.098 1.083 -1.767
C 0.832 0.894 -0.763
N 0.953 -0.123 0.062
C 0.537 -0.808 1.915
O 0.634 -2.016 2.146
H 1.491 1.786 -0.598
H 0.573 -1.006 -0.287
H 1.358 -0.113 2.197
H -0.435 -0.290 1.978
H -1.452 0.672 -1.343
H -2.238 -0.312 -2.159
O -2.351 0.233 -1.380
*
```

=====

<x>
C2H6NO3 | ωB97M-V/def2-TZVPD

ORCA input file:
```
! RIJCOSX wB97M-V def2-TZVPD def2/J DEFGRID3
* xyz -1 1
C 0.745 -1.182 0.404
N 0.534 0.197 0.524
O 1.430 0.985 -0.673
C -0.900 0.683 0.282
O -0.941 1.929 -0.019
O -1.507 -0.250 -0.674
H 0.332 -1.661 -0.501
H 1.862 -1.426 0.430
H 0.187 -1.644 1.184
H 0.908 1.797 -0.726
H -1.347 0.432 1.317
H -1.303 0.140 -1.548
*
```

=====

<y>
C2H6NO3 | ωB97M-V/def2-TZVPD

ORCA input file:
```
! RIJCOSX wB97M-V def2-TZVPD def2/J DEFGRID3
* xyz -1 1
O -0.558 2.726 0.247
C -0.203 1.683 -0.378
N 0.709 0.820 0.109
C 0.978 -0.601 -0.683
O -0.054 -0.927 -1.354
H -0.617 1.538 -1.383
H 0.993 1.028 1.048
H 1.209 -1.189 0.283
H 1.897 -0.510 -1.193
H -0.861 -1.070 1.023
H -2.002 -1.889 0.750
O -1.491 -1.608 1.531
*
```

=====

<z>
C2H6NO3 | ωB97M-V/def2-TZVPD

ORCA input file:
```
! RIJCOSX wB97M-V def2-TZVPD def2/J DEFGRID3
* xyz -1 1
N -1.574 -1.274 1.164
C -0.338 -0.705 0.628
O -0.133 -1.003 -0.732
H -2.396 -0.898 0.721
H -1.612 -2.289 1.079
H -0.417 0.390 0.667
H 0.482 -1.147 1.237
H 0.579 -0.335 -1.081
O 1.617 0.692 -1.429
C 1.379 1.838 -0.906
O 0.659 2.067 0.097
H 1.754 2.664 -1.444
*
```

=====

In order of decreasing stability: <z>, <y>, <w>, <x>.

=====

<w>
C3H12O3 | ωB97M-V/def2-TZVPD

ORCA input file:
```
! RIJCOSX wB97M-V def2-TZVPD def2/J DEFGRID3
* xyz 0 1
C -0.882 0.362 0.981
C -0.397 -1.074 0.708
C 0.401 -1.343 -0.549
O -1.595 -1.891 0.654
H -0.362 1.100 0.392
H -0.766 0.660 2.050
H -1.949 0.457 0.796
H 0.252 -1.400 1.515
H 0.300 -0.671 -1.397
H 0.120 -2.280 -1.021
H 1.474 -1.393 -0.299
H -1.876 -2.069 1.557
O 4.634 4.804 0.251
H 5.172 5.291 -0.404
H 3.735 5.109 0.186
O -2.473 -1.997 -2.071
H -2.409 -1.897 -1.102
H -3.380 -1.770 -2.249
*
```

=====

<x>
C3H12O3 | ωB97M-V/def2-TZVPD

ORCA input file:
```
! RIJCOSX wB97M-V def2-TZVPD def2/J DEFGRID3
* xyz 0 1
C 1.159 1.778 -2.184
O 1.576 1.113 -1.031
H 0.819 2.788 -1.956
H 1.903 1.937 -2.965
H 0.470 1.184 -2.784
H 2.361 1.583 -0.739
C 2.946 -2.761 3.329
O 2.119 -3.250 2.310
H 2.830 -1.684 3.213
H 2.768 -2.927 4.391
H 3.931 -3.091 2.999
H 1.484 -2.573 2.064
C -4.348 1.083 -1.334
O -3.764 0.426 -0.225
H -5.416 1.188 -1.148
H -3.841 2.048 -1.381
H -4.165 0.518 -2.248
H -2.832 0.641 -0.309
*
```

=====

In order of decreasing stability: <w>, <x>.

=====

<w>
C2H3NO3 | ωB97M-V/def2-TZVPD

ORCA input file:
```
! RIJCOSX wB97M-V def2-TZVPD def2/J DEFGRID3
* xyz 0 1
O 2.460 0.043 -0.041
C 1.378 -0.579 0.098
C 0.011 0.099 0.024
O -0.068 1.341 -0.004
N -1.090 -0.739 -0.259
O -2.275 -0.086 0.041
H 1.473 -1.715 0.115
H -1.123 -1.425 0.689
H -1.986 0.811 0.311
*
```

=====

<x>
C2H3NO3 | ωB97M-V/def2-TZVPD

ORCA input file:
```
! RIJCOSX wB97M-V def2-TZVPD def2/J DEFGRID3
* xyz 0 1
O -1.238 1.573 -2.123
C -0.125 1.281 -1.943
O 0.999 1.111 -1.738
C 0.081 -0.498 1.388
N 0.053 -1.421 0.275
O -0.281 -0.904 -0.755
H 1.210 -0.596 1.730
H -0.579 -0.990 2.026
H -0.120 0.445 1.140
*
```

=====

<y>
C2H3NO3 | ωB97M-V/def2-TZVPD

ORCA input file:
```
! RIJCOSX wB97M-V def2-TZVPD def2/J DEFGRID3
* xyz 0 1
O -0.875 0.403 1.742
C 0.094 -0.162 1.314
N 0.288 -0.313 -0.052
O 1.520 -0.831 -0.396
C -0.184 0.266 -1.199
O -1.201 0.869 -1.333
H 1.024 -0.507 1.893
H 1.393 -1.833 -0.336
H 0.566 0.388 -1.990
*
```

=====

<z>
C2H3NO3 | ωB97M-V/def2-TZVPD

ORCA input file:
```
! RIJCOSX wB97M-V def2-TZVPD def2/J DEFGRID3
* xyz 0 1
O -2.658 -0.807 -0.124
C -1.704 -0.142 0.065
O -1.224 0.866 0.782
N -0.573 0.276 -0.539
C 0.971 0.364 -0.017
O 1.376 -0.866 0.368
H 1.376 0.734 -0.963
H 1.168 1.078 0.780
H 1.268 -1.505 -0.352
*
```

=====

In order of decreasing stability: <x>, <y>, <w>, <z>.

=====

<w>
C2H3NO3 | ωB97M-V/def2-TZVPD

ORCA input file:
```
! RIJCOSX wB97M-V def2-TZVPD def2/J DEFGRID3
* xyz 0 1
C -0.998 0.701 0.408
C 0.117 0.294 0.839
N 1.455 0.231 0.205
O 1.702 -0.677 -0.499
O 2.057 1.234 0.449
O -2.056 1.041 0.098
H -1.316 -1.727 -1.596
H -0.837 -1.087 -1.876
H -0.124 -0.010 1.970
*
```

=====

<x>
C2H3NO3 | ωB97M-V/def2-TZVPD

ORCA input file:
```
! RIJCOSX wB97M-V def2-TZVPD def2/J DEFGRID3
* xyz 0 1
O -1.217 0.997 1.965
C -0.860 0.878 0.819
N 0.073 -0.023 0.420
C 0.559 -0.131 -0.903
O 0.555 0.782 -1.660
O 1.033 -1.352 -1.163
H -1.279 1.508 0.032
H 0.511 -0.651 1.070
H 0.625 -2.008 -0.578
*
```

=====

<y>
C2H3NO3 | ωB97M-V/def2-TZVPD

ORCA input file:
```
! RIJCOSX wB97M-V def2-TZVPD def2/J DEFGRID3
* xyz 0 1
O 0.301 1.737 0.170
C -0.642 1.082 -0.104
C -0.630 -0.333 -0.080
O -1.693 -0.939 -0.033
N 0.547 -0.962 0.274
O 1.787 -0.535 -0.253
H -1.638 1.580 -0.382
H 0.520 -1.990 0.394
H 1.768 0.549 0.103
*
```

=====

In order of decreasing stability: <x>, <y>, <w>.

=====

<w>
C2H3NO3 | ωB97M-V/def2-TZVPD

ORCA input file:
```
! RIJCOSX wB97M-V def2-TZVPD def2/J DEFGRID3
* xyz 0 1
O -2.394 -0.029 -0.726
N -1.543 0.091 0.056
O -0.740 -0.655 0.551
O -1.308 1.432 0.473
H -0.758 1.300 1.187
C 1.914 -0.003 -0.541
C 1.376 -1.029 -0.186
H 2.153 0.984 -1.023
H 1.300 -2.091 0.210
*
```

=====

<x>
C2H3NO3 | ωB97M-V/def2-TZVPD

ORCA input file:
```
! RIJCOSX wB97M-V def2-TZVPD def2/J DEFGRID3
* xyz 0 1
O 1.745 0.158 1.580
C 0.820 0.076 0.780
N -0.392 -0.656 0.904
O -1.003 -0.695 -0.398
C -0.394 0.402 -0.995
O 0.774 0.631 -0.537
H -0.249 -1.648 1.400
H -0.365 0.297 -2.082
H -0.936 1.435 -0.653
*
```

=====

In order of decreasing stability: <x>, <w>.

=====

<w>
C4H4O4 | ωB97M-V/def2-TZVPD

ORCA input file:
```
! RIJCOSX wB97M-V def2-TZVPD def2/J DEFGRID3
* xyz 0 1
C 1.471 -0.715 -0.204
C 0.749 1.070 0.054
C 0.051 -1.126 -0.084
C -0.558 0.261 0.008
O 2.554 -1.165 -0.342
O 0.924 2.245 0.093
O -1.270 0.434 1.203
O -1.288 0.389 -1.109
H -0.403 -1.618 -0.970
H -0.162 -1.637 0.880
H -0.588 0.541 1.854
H -1.480 1.322 -1.382
*
```

=====

<x>
C4H4O4 | ωB97M-V/def2-TZVPD

ORCA input file:
```
! RIJCOSX wB97M-V def2-TZVPD def2/J DEFGRID3
* xyz 0 1
C -0.603 0.587 -0.531
C -0.373 -0.768 -0.178
C 1.408 0.987 0.104
O -1.752 1.212 -0.183
O -1.328 -1.754 -0.264
C 0.942 -0.876 0.217
O 2.038 1.494 -0.776
O 1.721 -1.457 0.909
H -2.208 0.696 0.500
H -1.199 -2.386 0.458
H -0.214 1.042 -1.435
H 1.570 1.222 1.179
*
```

=====

In order of decreasing stability: <w>, <x>.

=====

<w>
C4H4O4 | ωB97M-V/def2-TZVPD

ORCA input file:
```
! RIJCOSX wB97M-V def2-TZVPD def2/J DEFGRID3
* xyz 0 1
C 0.861 -1.006 -1.113
C 0.131 -0.122 -0.321
C -1.141 -0.610 0.131
O -1.958 -1.428 -0.339
O -1.345 -0.195 1.427
C 0.765 1.061 0.000
O 1.672 1.435 -0.722
O -0.044 1.847 0.827
H 0.564 -1.951 -1.326
H 2.010 -0.816 -1.313
H -2.059 -0.850 1.783
H 0.543 2.635 0.967
*
```

=====

<x>
C4H4O4 | ωB97M-V/def2-TZVPD

ORCA input file:
```
! RIJCOSX wB97M-V def2-TZVPD def2/J DEFGRID3
* xyz 0 1
C 1.777 -0.987 0.313
C 0.858 -0.815 -0.603
C 0.278 -1.081 -1.663
O -0.305 -1.220 -2.664
H 1.665 -0.488 1.271
H 2.578 -1.709 0.209
O -1.683 1.236 -0.653
C -1.033 0.947 0.347
O -1.416 -0.005 1.229
O -0.250 1.852 0.976
H -2.270 -0.329 0.888
H -0.199 2.597 0.349
*
```

=====

In order of decreasing stability: <w>, <x>.

=====

<w>
C4H4O4 | ωB97M-V/def2-TZVPD

ORCA input file:
```
! RIJCOSX wB97M-V def2-TZVPD def2/J DEFGRID3
* xyz 0 1
C -0.700 0.381 0.847
C 0.467 -1.089 0.031
C 0.692 0.954 0.161
C -0.444 -0.227 -1.041
H -1.146 0.943 1.661
H 0.714 -2.119 -0.184
H 1.115 1.886 0.510
H -0.768 -0.652 -1.979
O -1.533 0.171 -0.234
O -0.295 -0.927 1.184
O 1.541 -0.184 0.238
O 0.286 0.918 -1.188
*
```

=====

<x>
C4H4O4 | ωB97M-V/def2-TZVPD

ORCA input file:
```
! RIJCOSX wB97M-V def2-TZVPD def2/J DEFGRID3
* xyz 0 1
O 2.899 1.081 0.001
C 2.010 0.271 0.013
O 2.236 -1.051 0.004
C 0.517 0.654 -0.051
C -0.413 -0.271 0.061
C -1.885 0.208 -0.020
O -2.274 1.345 0.000
O -2.714 -0.845 -0.020
H 3.192 -1.223 -0.009
H 0.330 1.717 -0.015
H -0.259 -1.337 0.020
H -3.639 -0.550 0.015
*
```

=====

In order of decreasing stability: <x>, <w>.

=====

<w>
C3H9N2S | ωB97M-V/def2-TZVPD

ORCA input file:
```
! RIJCOSX wB97M-V def2-TZVPD def2/J DEFGRID3
* xyz 1 1
C -0.006 -0.128 0.050
C 2.367 -0.640 -0.050
C -2.785 0.387 -0.099
N 0.973 -1.050 -0.300
N 0.360 1.098 0.211
S -1.505 -0.940 -0.079
H 2.509 0.376 -0.508
H 2.471 -0.728 1.046
H 2.994 -1.364 -0.505
H -2.763 0.839 0.891
H -3.774 -0.096 -0.345
H -2.472 1.096 -0.855
H 0.777 -2.027 -0.385
H 1.256 1.299 0.578
H -0.404 1.878 0.351
*
```

=====

<x>
C3H9N2S | ωB97M-V/def2-TZVPD

ORCA input file:
```
! RIJCOSX wB97M-V def2-TZVPD def2/J DEFGRID3
* xyz 1 1
C 1.317 -1.075 0.239
C -1.451 1.093 1.119
C -1.596 1.385 -0.136
N 0.881 -2.213 -0.286
N 1.311 0.062 -0.424
S 1.988 1.497 0.125
H 1.841 -1.025 1.287
H -0.768 0.281 1.361
H -1.814 1.714 1.900
H 2.652 1.015 1.139
H -1.164 0.767 -0.994
H -2.101 2.157 -0.629
H 0.838 -2.984 0.346
H 0.487 -2.217 -1.301
H 0.553 0.268 -1.232
*
```

=====

<y>
C3H9N2S | ωB97M-V/def2-TZVPD

ORCA input file:
```
! RIJCOSX wB97M-V def2-TZVPD def2/J DEFGRID3
* xyz 1 1
C 0.470 -0.137 0.020
C 0.035 -1.299 1.007
C -0.329 0.865 -0.849
N 1.800 -0.217 -0.244
N -1.516 0.425 -1.477
S -0.119 1.781 0.892
H -1.061 -1.362 0.959
H 0.324 -1.010 1.955
H 0.586 -2.272 0.862
H 0.242 1.677 -1.283
H 2.306 0.487 -0.781
H 2.395 -0.794 0.452
H -1.038 0.896 1.548
H -2.195 -0.176 -0.913
H -1.900 1.136 -2.150
*
```

=====

<z>
C3H9N2S | ωB97M-V/def2-TZVPD

ORCA input file:
```
! RIJCOSX wB97M-V def2-TZVPD def2/J DEFGRID3
* xyz 1 1
C 0.804 -0.299 -0.876
C -0.906 0.197 0.981
C -0.400 0.489 -0.414
N 0.903 -1.612 -0.352
N -0.868 1.413 -1.193
S 1.895 0.967 0.155
H -0.114 -0.430 1.583
H -1.871 -0.515 0.762
H -1.306 1.161 1.362
H 1.102 -0.368 -1.929
H 0.916 -2.427 -0.951
H 0.896 -1.828 0.588
H -1.567 2.019 -0.748
H 2.632 -0.003 0.714
H -0.662 1.436 -2.170
*
```

=====

In order of decreasing stability: <w>, <z>, <y>, <x>.

=====

<w>
C5H7P | ωB97M-V/def2-TZVPD

ORCA input file:
```
! RIJCOSX wB97M-V def2-TZVPD def2/J DEFGRID3
* xyz 0 1
C -2.264 -0.050 1.127
C -1.013 -0.371 0.394
P 0.703 -0.502 0.355
C -0.521 0.150 -0.970
H -3.139 -0.627 0.703
H -2.124 -0.226 2.263
H -2.352 1.084 0.965
H -0.765 -0.436 -1.789
H -0.455 1.173 -1.076
C 1.424 3.027 1.360
C 0.235 3.184 1.490
H 2.444 2.936 1.303
H -0.782 3.201 1.801
*
```

=====

<x>
C5H7P | ωB97M-V/def2-TZVPD

ORCA input file:
```
! RIJCOSX wB97M-V def2-TZVPD def2/J DEFGRID3
* xyz 0 1
C 1.052 -0.603 0.411
C 1.844 0.448 0.131
C -1.013 -1.298 -0.649
C -0.395 -0.463 0.147
C -1.028 0.922 0.404
P 1.233 2.056 -0.079
H 1.372 -1.747 0.267
H 2.896 0.370 0.140
H -1.976 -1.195 -1.045
H -0.487 -2.271 -1.089
H -0.550 1.241 1.377
H -2.168 0.903 0.430
H -0.778 1.638 -0.445
*
```

=====

In order of decreasing stability: <x>, <w>.

=====

<w>
C3H8N3O | ωB97M-V/def2-TZVPD

ORCA input file:
```
! RIJCOSX wB97M-V def2-TZVPD def2/J DEFGRID3
* xyz 1 1
C 1.153 0.237 -0.655
C -0.176 0.898 -1.216
C -0.503 0.217 0.827
N -1.788 -1.828 0.525
N -0.636 -1.609 0.415
N 1.007 0.467 0.772
O -0.987 1.008 -0.114
H 0.976 -0.865 -0.857
H 2.066 0.588 -1.125
H -0.180 1.960 -1.606
H -0.674 0.256 -1.888
H -0.802 0.114 1.820
H -2.279 -2.646 0.765
H 1.556 -0.194 1.315
H 1.265 1.398 1.023
*
```

=====

<x>
C3H8N3O | ωB97M-V/def2-TZVPD

ORCA input file:
```
! RIJCOSX wB97M-V def2-TZVPD def2/J DEFGRID3
* xyz 1 1
N 1.903 0.434 0.652
C 1.077 -0.054 -0.402
C 0.407 -1.462 -0.236
O -0.993 -1.224 0.011
C -1.247 0.011 -0.019
N -2.390 0.588 0.416
N -0.255 0.719 -0.563
H 1.554 0.902 1.535
H 2.838 0.732 0.266
H 1.588 0.244 -1.395
H 0.464 -1.930 -1.227
H 0.853 -2.051 0.548
H -2.721 1.480 0.130
H -2.995 -0.073 0.677
H -0.086 1.683 -0.393
*
```

=====

In order of decreasing stability: <x>, <w>.

=====

<w>
C6H12N2S | ωB97M-V/def2-TZVPD

ORCA input file:
```
! RIJCOSX wB97M-V def2-TZVPD def2/J DEFGRID3
* xyz 0 1
C 0.710 -0.604 2.539
C 1.023 -0.130 1.071
C -0.233 -0.101 0.144
S -1.369 -1.853 0.357
C -1.111 0.938 0.469
N -1.769 1.838 0.781
C 0.225 -0.076 -1.333
C -0.967 0.143 -2.266
N 1.195 1.003 -1.414
H 0.877 -1.642 2.806
H -0.225 -0.233 2.763
H 1.453 -0.302 3.273
H 1.695 -0.722 0.479
H 1.292 0.896 1.275
H -1.803 -1.746 1.603
H 0.700 -1.023 -1.562
H -1.450 1.195 -2.153
H -0.773 0.155 -3.351
H -1.663 -0.592 -1.824
H 1.415 0.995 -2.496
H 0.779 1.861 -1.160
*
```

=====

<x>
C6H12N2S | ωB97M-V/def2-TZVPD

ORCA input file:
```
! RIJCOSX wB97M-V def2-TZVPD def2/J DEFGRID3
* xyz 0 1
C 2.473 0.332 1.367
C 2.091 1.087 0.129
C 0.875 1.324 -0.444
N 1.136 1.866 -1.671
C 2.483 1.843 -1.848
N 3.074 1.346 -0.801
H 3.552 0.440 1.410
H 2.200 -0.711 1.346
H 2.136 0.899 2.242
H -0.125 1.376 -0.042
H 0.485 2.049 -2.419
H 2.922 2.093 -2.809
C -3.125 -0.929 0.869
C -1.965 -1.845 0.496
S -2.376 -3.151 -0.666
H -3.721 -1.369 1.678
H -3.810 -0.714 0.046
H -2.796 0.006 1.317
H -1.153 -1.252 0.065
H -1.575 -2.313 1.397
H -2.781 -2.377 -1.663
*
```

=====

In order of decreasing stability: <x>, <w>.